ORCA calculation (the ωB97M-V functional and the def2-TZVPD basis) on C15H30AlBeCl3LiO15 as an isolated structure.

Positions of all 66 atoms, in Å:
Cl  4.4372  0.1358  0.6300
Cl  9.2152  -1.7003  -0.4747
Cl  5.3933  -2.4870  -0.2102
Al  3.6666  -2.1380  4.9566
O  8.2740  -1.7732  0.6259
O  -2.6418  3.1200  -4.4424
O  0.7980  -0.0397  3.6964
O  -3.6428  -0.1040  3.9172
O  -3.1170  -2.4707  -2.4321
O  9.1507  -0.3840  -1.0796
O  7.0171  -0.7470  5.0824
O  -2.3141  -1.0085  -0.9372
O  -5.8946  1.2505  -3.6662
O  2.7559  -1.3913  3.3574
O  8.8790  -2.7045  -1.4653
O  10.5569  -1.9398  0.0200
O  -2.9892  -2.4449  4.1841
O  1.5122  2.0486  -1.0734
O  2.5325  3.8256  -0.0555
C  -4.6115  -0.7646  -1.4825
C  0.4254  1.3641  3.4352
C  -5.5939  1.8229  -4.9256
C  -0.5978  1.5820  2.1730
C  -3.1890  1.1346  3.2613
C  5.0326  -1.4396  1.1675
C  -4.6209  -2.4262  -4.3465
C  -1.9704  0.6879  2.2255
C  -3.2731  -1.4363  -1.5740
C  2.2964  3.0359  -1.0124
C  -2.8533  -1.3023  3.5065
C  -1.8983  -0.9494  2.1877
C  -4.1987  -3.1579  -3.0874
C  3.0790  3.3224  -2.2823
C  1.8896  -0.4946  2.8162
Be  -2.6499  1.5992  5.2980
Li  6.9666  -0.0678  -0.2506
H  -5.0310  -3.3285  -2.3977
H  4.1522  3.2569  -2.0798
H  2.8464  4.3290  -2.6425
H  -2.4654  0.9405  1.1691
H  -2.4024  -1.3554  1.1930
H  -6.3334  2.5915  -5.1635
H  -3.7677  -2.3023  -5.0206
H  5.9440  -1.2948  1.7526
H  -5.8584  1.9675  -3.0104
H  -5.4062  -2.9795  -4.8686
H  -5.4499  -1.4151  -1.7225
H  4.2686  -1.9164  1.7865
H  2.8318  2.6067  -3.0723
H  -4.0848  1.4114  2.5521
H  -4.6216  0.1062  -2.1418
H  -0.0974  1.4377  1.1196
H  -4.9946  -1.4232  -4.1243
H  7.6104  -1.2622  5.6494
H  0.0732  1.9050  4.4394
H  1.4411  1.9190  3.1425
H  7.1723  -1.1046  4.1952
H  -5.6261  1.0412  -5.6881
H  -4.5932  2.2612  -4.8983
H  -2.0250  2.4943  -4.1089
H  -0.8655  -1.4990  2.2128
H  2.0473  -0.2000  1.6938
H  -4.7652  -0.4385  -0.4481
H  -3.8161  -4.1473  -3.3599
H  -0.9430  2.7242  2.2113
H  -3.0622  2.1166  3.8868

DFT total energy = -91469.993 eV
HOMO = -0.554 hartree
Charge = +3
HOMO-LUMO gap = 1.1 eV